This record from the Open Molecules 2025 dataset describes 7 unconnected molecules or ions with the total composition C21H21F7O21. The level of theory is wB97M-V/def2-TZVPD.

```
70
Properties=species:S:1:pos:R:3:mulliken_charge:R:1
O -13.78882 -15.86929 8.80546 -0.516
C -13.47007 -14.98144 8.08894 0.603
O -12.24835 -14.85862 7.54089 -0.339
C -12.18814 -13.68625 6.74752 -0.148
C -13.37218 -12.87696 7.28556 1.411
F -14.02063 -12.14441 6.36179 -0.320
O -14.23101 -13.92494 7.76562 -0.399
H -11.25833 -13.12246 6.69731 -0.097
H -12.26773 -14.04466 5.71409 0.344
H -13.11408 -12.25607 8.14608 -0.367
O -12.78056 -14.58453 11.59742 -0.517
C -12.13944 -14.35720 12.56480 0.604
O -12.11866 -13.18491 13.21636 -0.192
C -10.98278 -13.18857 14.08981 -0.069
C -10.86863 -14.65531 14.38769 0.176
F -11.75088 -14.96100 15.42738 -0.319
O -11.35861 -15.27241 13.22044 -0.320
H -10.04264 -12.83539 13.65930 0.026
H -11.13388 -12.52125 14.93134 0.277
H -9.91574 -15.09672 14.67937 0.335
O -12.41713 -11.33585 10.13840 -0.384
C -12.56220 -10.28979 10.67014 0.444
O -13.67292 -9.87498 11.29101 -0.413
C -13.35370 -8.67046 12.00399 -0.348
C -12.24665 -8.14525 11.14194 0.316
F -11.38621 -7.33981 11.83795 -0.364
O -11.58609 -9.31754 10.71999 -0.321
H -14.19963 -7.98550 11.97978 0.338
H -13.09801 -8.94754 13.02560 0.055
H -12.61596 -7.54790 10.30617 0.424
O -12.21341 -10.18142 14.73057 -0.500
C -11.13599 -9.71750 14.57677 0.382
O -10.60579 -8.70762 15.28838 -0.378
C -9.51928 -8.16992 14.53124 -0.473
C -9.08119 -9.39515 13.74530 0.429
F -8.21111 -10.13142 14.53825 -0.343
O -10.25712 -10.13522 13.64566 0.010
H -9.90831 -7.41932 13.83867 0.201
H -8.74794 -7.77095 15.17926 0.396
H -8.53077 -9.20384 12.82834 0.321
O -12.03634 -7.85955 8.31868 -0.578
C -11.29724 -8.24246 7.46627 0.643
O -11.40670 -9.44994 6.86321 -0.228
C -10.49896 -9.47252 5.75388 -0.318
C -9.49506 -8.41411 6.11162 0.464
F -9.15929 -7.62162 5.05631 -0.324
O -10.23456 -7.55494 6.98491 -0.366
H -9.99673 -10.43544 5.67064 0.113
H -11.02999 -9.28335 4.82260 0.357
H -8.58437 -8.77650 6.57724 0.217
O -8.96500 -14.11606 6.36172 -0.420
C -7.97108 -14.74555 6.50769 0.608
O -7.33841 -14.89235 7.68313 -0.284
C -6.10519 -15.56899 7.47359 -0.405
C -5.98904 -15.67679 5.96867 0.337
F -5.79444 -16.99077 5.57645 -0.300
O -7.22976 -15.25051 5.48534 -0.349
H -5.25077 -15.02842 7.88402 0.273
H -6.08834 -16.53793 7.97375 0.284
H -5.14915 -15.12418 5.53958 0.228
O -8.24189 -10.72106 7.78466 -0.590
C -8.83101 -11.23924 8.67235 0.301
O -9.85997 -12.07422 8.55679 0.347
C -9.86026 -12.87801 9.73016 -0.489
C -9.47659 -11.82943 10.76611 1.935
F -8.82619 -12.32777 11.83858 -0.398
O -8.50969 -11.11571 9.99590 -0.442
H -10.84955 -13.32150 9.84632 -0.026
H -9.13632 -13.69038 9.63779 0.337
H -10.33193 -11.21953 11.05663 -0.892
```

Summary:
Charge ... 0
Spin multiplicity ... 1
Structure (SMILES) ... O=C1OC[C@@H](F)O1.O=C1OC[C@@H](F)O1.O=C1OC[C@@H](F)O1.O=C1OC[C@@H](F)O1.O=C1OC[C@@H](F)O1.O=C1OC[C@@H](F)O1.O=C1OC[C@@H](F)O1

***

This record from the Open Molecules 2025 dataset describes a molecular structure, C21H21I2IrN3OSSe. The level of theory is wB97M-V/def2-TZVPD.

```
51
Properties=species:S:1:pos:R:3:mulliken_charge:R:1
Ir -0.57674 0.89477 0.92386 1.203
I -4.11534 -2.74373 -0.47634 0.083
C -3.54674 -2.19673 1.46496 -0.464
C -3.92264 -2.93743 2.57176 -0.347
C -3.49264 -2.58423 3.83346 -0.387
I -4.07564 -3.80743 5.44736 0.109
C -2.64764 -1.46243 4.02766 1.090
C -2.15424 -1.01083 5.26666 -0.536
C -1.33474 0.09087 5.31136 -0.804
C -0.96954 0.72657 4.12336 -0.197
N -1.39214 0.32037 2.94176 -0.545
C -2.24864 -0.72763 2.87976 0.280
C -2.72394 -1.06993 1.56916 0.415
O -2.39504 -0.37353 0.54676 -0.881
H -4.55854 -3.79653 2.43166 0.394
H -2.41754 -1.53093 6.17536 0.245
H -0.96454 0.46467 6.25136 0.402
H -0.32134 1.59167 4.13156 0.461
S -0.51174 2.46847 -0.94374 -0.414
C -1.56384 1.68827 -2.02134 0.286
N -1.32334 1.57867 -3.32764 -0.098
C -2.37304 0.83807 -4.01204 -0.520
C -3.35254 0.51307 -2.86624 -0.241
N -2.74104 1.15847 -1.71814 0.036
H -0.54644 2.00957 -3.79984 0.216
H -1.96564 -0.06703 -4.47344 0.308
H -2.82864 1.45147 -4.79064 0.307
H -3.43994 -0.56153 -2.69174 0.042
H -4.35224 0.92047 -3.03444 0.311
H -3.00214 0.89667 -0.77664 0.269
C 6.07516 1.25377 -2.03654 -1.445
C 4.70996 0.83327 -1.60764 0.610
C 4.25366 1.08007 -0.31724 -1.204
C 3.01946 0.62377 0.11036 0.811
C 2.53606 0.90687 1.49556 -1.039
C 2.23166 -0.12553 -0.77754 0.512
Se 0.65416 -0.99323 -0.16474 -0.019
C 2.63566 -0.31793 -2.10824 0.897
C 1.75436 -1.05463 -3.07064 -1.643
C 3.86776 0.17047 -2.49834 -0.927
H 6.57466 1.82137 -1.25664 0.353
H 6.02776 1.85197 -2.94514 0.360
H 6.67276 0.36957 -2.25964 0.333
H 4.88096 1.62747 0.37046 0.312
H 3.20766 1.57977 2.02006 0.417
H 2.44246 -0.01673 2.07126 0.397
H 1.52906 1.38917 1.44876 -0.164
H 0.70496 -0.82143 -2.88444 0.224
H 1.88666 -2.12943 -2.93944 0.343
H 1.99206 -0.80323 -4.10154 0.412
H 4.20106 0.01257 -3.51454 0.437
```

Summary:
Charge ... +1
Spin multiplicity ... 1

***

Number 1: energy -3092.03542 Eh. Number 2: energy -4551.45282 Eh.